{
  "formula": "H2NO2P",
  "method": "wB97M-V/def2-TZVPD",
  "species": ["N", "O", "O", "P", "H", "H"],
  "positions_angstrom": [[-0.625931, 0.245733, -0.632688], [0.027570, -0.475577, -1.347394], [-1.476433, 1.035437, -0.989799], [-0.358092, 0.198819, 1.147359], [0.033224, -1.151169, 1.082319], [2.399662, 0.146756, 0.740202]],
  "atomic_forces_ev_per_a": [[0.0, -0.1, 0.0], [0.1, -0.1, -0.5], [-0.2, 0.2, -0.2], [0.7, 0.1, 0.5], [-0.1, -0.2, 0.1], [-0.6, 0.1, 0.1]],
  "homo_energy_ha": [-0.398, -0.370],
  "homo_lumo_gap_ev": [8.47, 9.03],
  "de_lowest_kj_mol": 729.2,
  "e_tot_ev": -14899.20736
}


{
  "formula": "H2NO2S",
  "method": "wB97M-V/def2-TZVPD",
  "species": ["N", "O", "O", "S", "H", "H"],
  "positions_angstrom": [[-0.291628, 1.038121, -1.154733], [-0.763792, -1.373196, -0.291051], [-1.402984, 0.643223, 1.009943], [-0.536812, 0.044299, 0.035531], [0.206094, 0.627100, -1.805242], [2.789124, -0.979547, 2.205552]],
  "atomic_forces_ev_per_a": [[-3.5, 2.6, 4.1], [-0.4, -0.3, -0.3], [-1.5, 0.6, 1.2], [2.3, -0.1, -0.8], [3.2, -2.8, -4.2], [0.0, 0.0, 0.0]],
  "homo_energy_ha": [-0.161, -0.088],
  "homo_lumo_gap_ev": [8.65, 5.70],
  "de_lowest_kj_mol": 382.6,
  "e_tot_ev": -16449.49114,
  "total_charge": -1
}


{
  "formula": "H2NO2S",
  "method": "wB97M-V/def2-TZVPD",
  "species": ["N", "O", "O", "S", "H", "H"],
  "positions_angstrom": [[0.193476, -0.823474, -0.882794], [0.937116, 1.568052, -0.722169], [1.455699, -0.089786, 1.124152], [0.541727, 0.373766, 0.045367], [-0.604122, -0.451106, -1.501410], [-2.523898, -0.577452, 1.936852]],
  "atomic_forces_ev_per_a": [[-2.1, -0.4, -1.3], [0.3, 0.6, 0.3], [-0.3, 0.6, -0.7], [0.4, -0.2, 0.8], [1.6, -0.6, 0.9], [0.0, 0.0, 0.0]],
  "homo_energy_ha": [-0.107, -0.150],
  "homo_lumo_gap_ev": [6.35, 8.16],
  "de_lowest_kj_mol": 363.3,
  "e_tot_ev": -16449.69118,
  "total_charge": -1
}


{
  "formula": "H2NO3S",
  "method": "wB97M-V/def2-TZVPD",
  "species": ["N", "O", "O", "O", "S", "H", "H"],
  "positions_angstrom": [[-0.094488, -0.994156, -0.127567], [-1.649176, 1.216989, -1.029369], [-0.201252, 1.265707, 0.920278], [1.107042, -0.876990, 0.692847], [-0.326747, 0.932123, -0.522314], [0.304057, -1.474738, -0.992783], [0.860564, -0.068935, 1.058907]],
  "atomic_forces_ev_per_a": [[0.2, -0.2, -1.6], [-1.4, -0.5, -0.5], [0.0, 0.5, 0.2], [0.4, -3.0, -1.6], [1.7, -0.6, 0.4], [-0.7, 1.0, 1.1], [-0.3, 2.8, 2.1]],
  "homo_energy_ha": -0.121,
  "homo_lumo_gap_ev": 7.53,
  "de_lowest_kj_mol": 280.3,
  "e_tot_ev": -18499.36228,
  "total_charge": -1
}


{
  "formula": "H2NO3S",
  "method": "wB97M-V/def2-TZVPD",
  "species": ["N", "O", "O", "O", "S", "H", "H"],
  "positions_angstrom": [[-1.153938, 1.181146, 0.490813], [1.170115, -1.219467, 0.926405], [-0.414196, -2.035846, -0.695285], [1.232753, -0.258505, -1.310407], [0.423453, -0.894026, -0.281394], [-0.651073, 1.730066, 1.173304], [-0.607113, 1.496631, -0.303435]],
  "atomic_forces_ev_per_a": [[0.5, -0.9, -1.0], [0.0, 0.6, 0.3], [0.0, 1.5, -0.2], [-0.5, 0.4, -0.3], [-0.1, -1.4, 0.9], [0.4, -0.2, 1.1], [-0.2, 0.1, -0.9]],
  "homo_energy_ha": [-0.142, -0.205],
  "homo_lumo_gap_ev": [7.38, 9.27],
  "de_lowest_kj_mol": 268.9,
  "e_tot_ev": -18499.48040,
  "total_charge": -1
}


{
  "formula": "H2NO3S2",
  "method": "wB97M-V/def2-TZVPD",
  "species": ["N", "O", "O", "O", "S", "S", "H", "H"],
  "positions_angstrom": [[0.087759, 0.574007, 0.076314], [-0.187042, -1.853051, 1.241549], [-1.707106, -0.877421, 2.907565], [-0.183511, 0.457877, 1.446727], [-2.581979, -0.544361, 0.137394], [-1.149183, -0.829669, 1.568363], [0.032293, -0.451857, -0.325301], [-0.839198, 0.827311, -0.373658]],
  "atomic_forces_ev_per_a": [[-0.3, -1.2, -3.1], [-0.3, -1.2, -0.2], [0.6, 0.5, -0.7], [-0.7, 0.8, 0.4], [0.3, -0.4, 0.8], [-1.6, -0.9, 0.7], [1.0, 2.1, 1.1], [1.0, 0.4, 0.9]],
  "homo_energy_ha": -0.161,
  "homo_lumo_gap_ev": 8.00,
  "smiles": "NOS(=O)(=O)[S-]",
  "de_lowest_kj_mol": 149.0,
  "e_tot_ev": -29335.35447,
  "total_charge": -1
}


{
  "formula": "H2NO4S2",
  "method": "wB97M-V/def2-TZVPD",
  "species": ["N", "O", "O", "O", "O", "S", "S", "H", "H"],
  "positions_angstrom": [[-2.112254, 1.349120, -0.570117], [0.443657, -0.042469, 0.801425], [1.253790, -2.288459, -0.061464], [2.725594, -0.392051, -0.606377], [-0.834463, 1.355904, -0.753499], [-2.673475, 1.084911, 0.866620], [1.434022, -0.984750, -0.655526], [0.063286, -0.962913, 0.975637], [-0.300156, 0.880706, 0.003302]],
  "atomic_forces_ev_per_a": [[-0.6, 0.0, 0.1], [-0.1, -2.1, 0.0], [0.3, -1.2, 0.6], [1.9, 0.5, 0.5], [2.3, 0.9, -2.1], [-1.7, -0.3, 1.6], [-2.1, 0.8, -1.2], [0.2, 2.1, 0.2], [-0.2, -0.7, 0.2]],
  "homo_energy_ha": [-0.139, -0.189],
  "s_squared": 2.0100,
  "homo_lumo_gap_ev": [7.24, 6.88],
  "e_tot_ev": -31380.75304,
  "total_charge": -1,
  "spin_multiplicity": 3
}


{
  "formula": "H2NO5PS",
  "method": "wB97M-V/def2-TZVPD",
  "species": ["N", "O", "O", "O", "O", "O", "P", "S", "H", "H"],
  "positions_angstrom": [[0.153805, 0.275014, -0.579218], [1.769323, 2.304927, 0.101839], [-1.083797, 0.955355, 1.704457], [2.617832, -0.097656, 0.373817], [0.806886, 1.478685, 3.339329], [0.281760, -0.898473, 2.467315], [1.454199, 0.869627, 0.366208], [0.271363, 0.554647, 2.156174], [-0.631328, 0.415641, 0.227747], [0.479255, -0.629458, -0.853231]],
  "atomic_forces_ev_per_a": [[-0.7, 1.7, 1.5], [-0.6, 0.1, 0.3], [-0.4, 0.4, 0.1], [-0.8, 0.2, -0.1], [-1.6, -2.8, -3.2], [0.2, 1.1, 0.0], [1.8, -0.3, -1.0], [1.7, 1.6, 4.7], [1.0, -1.1, -2.6], [-0.6, -0.9, 0.3]],
  "homo_energy_ha": -0.030,
  "homo_lumo_gap_ev": 7.57,
  "smiles": "N[P@](=O)([O-])S(=O)(=O)[O-]",
  "de_lowest_kj_mol": 71.9,
  "e_tot_ev": -31885.90865,
  "total_charge": -2
}


{
  "formula": "H2NOS2",
  "method": "wB97M-V/def2-TZVPD",
  "species": ["N", "O", "S", "S", "H", "H"],
  "positions_angstrom": [[-1.740504, -0.464133, -2.658261], [0.231114, -1.764033, -3.605228], [0.613875, -0.121895, 1.272173], [-0.275530, -1.064537, -2.397399], [-2.069444, -0.280848, -1.674706], [0.908910, -1.420937, 1.473070]],
  "atomic_forces_ev_per_a": [[2.7, -1.5, 1.7], [-0.5, 1.2, 1.5], [-0.1, -0.1, -0.2], [-2.6, 0.0, -2.1], [0.5, 0.4, -0.8], [0.0, 0.1, 0.0]],
  "homo_energy_ha": -0.104,
  "homo_lumo_gap_ev": 5.14,
  "de_lowest_kj_mol": 46.0,
  "e_tot_ev": -25240.43124,
  "total_charge": -1
}


{
  "formula": "H2NPS2",
  "method": "wB97M-V/def2-TZVPD",
  "species": ["N", "P", "S", "S", "H", "H"],
  "positions_angstrom": [[0.045833, -1.115780, 0.170475], [1.565233, -0.919182, -0.002092], [2.085930, 0.958096, -0.208066], [-1.807838, 0.826040, -0.022836], [-0.548076, -1.792698, -0.216934], [-1.341083, 2.043522, 0.279452]],
  "atomic_forces_ev_per_a": [[-0.3, 0.4, 0.5], [1.2, 1.4, -0.4], [0.1, -0.9, 0.2], [-0.3, 0.2, -0.1], [-0.8, -1.3, -0.3], [0.1, 0.1, 0.0]],
  "homo_energy_ha": [-0.323, -0.330],
  "s_squared": 2.0142,
  "homo_lumo_gap_ev": [8.42, 6.10],
  "de_lowest_kj_mol": 110.8,
  "e_tot_ev": -32478.67682,
  "spin_multiplicity": 3
}


{
  "formula": "H2NaO",
  "method": "wB97M-V/def2-TZVPD",
  "species": ["O", "H", "H", "Na"],
  "positions_angstrom": [[1.432559, -1.368960, 1.480269], [0.983470, -1.342650, 2.355409], [1.886919, -2.241559, 1.460779], [-0.114090, 0.110850, -0.121230]],
  "atomic_forces_ev_per_a": [[-0.6, -0.4, 0.5], [0.6, -0.1, -0.7], [-0.4, 0.9, 0.0], [0.4, -0.3, 0.2]],
  "homo_energy_ha": -0.614,
  "homo_lumo_gap_ev": 11.57,
  "de_lowest_kj_mol": 22.9,
  "e_tot_ev": -6490.76083,
  "total_charge": 1
}


{
  "formula": "H2O",
  "method": "wB97M-V/def2-TZVPD",
  "species": ["O", "H", "H"],
  "positions_angstrom": [[0.254385, -0.410638, -0.429900], [-0.075231, 0.507713, -0.670072], [-0.179154, -0.097075, 1.099972]],
  "atomic_forces_ev_per_a": [[-2.1, 2.7, 5.0], [0.6, -1.5, 0.1], [1.5, -1.2, -5.1]],
  "homo_energy_ha": -0.417,
  "homo_lumo_gap_ev": 10.25,
  "de_lowest_kj_mol": 337.2,
  "e_tot_ev": -2076.36982
}


{
  "formula": "H2O2P",
  "method": "wB97M-V/def2-TZVPD",
  "species": ["O", "O", "P", "H", "H"],
  "positions_angstrom": [[1.922173, 2.736018, 0.076105], [-1.350165, 0.951453, -1.192861], [-0.036489, 0.623389, -0.591736], [-0.211173, 0.515437, 0.815824], [0.196534, -0.782253, -0.761320]],
  "atomic_forces_ev_per_a": [[-0.5, -0.7, -0.2], [-1.3, 0.5, -0.9], [1.2, 0.1, 1.3], [0.3, 0.2, 0.1], [0.3, -0.1, -0.2]],
  "homo_energy_ha": [-0.124, -0.120],
  "homo_lumo_gap_ev": [6.52, 7.91],
  "de_lowest_kj_mol": 581.2,
  "e_tot_ev": -13412.49522,
  "total_charge": -1
}


{
  "formula": "H2O4P2",
  "method": "wB97M-V/def2-TZVPD",
  "species": ["O", "O", "O", "O", "P", "P", "H", "H"],
  "positions_angstrom": [[-1.600521, 1.434136, -1.118491], [2.954254, 0.882036, 1.025773], [-1.775814, 0.732471, 1.270312], [1.292067, -0.756781, -1.387162], [-1.232893, 0.498980, -0.039193], [0.969854, -0.284832, -0.035078], [-1.441242, -0.956545, -0.493377], [0.834295, -1.549464, 0.777215]],
  "atomic_forces_ev_per_a": [[0.2, 0.5, -1.2], [-2.9, -1.6, -1.3], [-1.2, 0.2, 3.7], [0.4, -0.5, -2.1], [1.6, -2.5, -2.7], [2.5, 1.7, 3.4], [-0.4, 1.2, 0.3], [-0.2, 1.1, -0.1]],
  "homo_energy_ha": [0.009, 0.012],
  "homo_lumo_gap_ev": [6.80, 6.71],
  "de_lowest_kj_mol": 491.0,
  "e_tot_ev": -26796.90857,
  "total_charge": -2
}


{
  "formula": "H2O4PS",
  "method": "wB97M-V/def2-TZVPD",
  "species": ["O", "O", "O", "O", "P", "S", "H", "H"],
  "positions_angstrom": [[2.218702, -1.131054, -1.618036], [-0.240763, -0.952545, -1.720308], [1.194466, 0.616692, -3.085082], [0.938743, 0.662573, -0.579092], [0.997915, -0.507300, 0.662935], [1.026025, -0.245789, -1.893996], [0.223148, 0.246399, 1.524434], [2.247046, -0.090054, 1.194130]],
  "atomic_forces_ev_per_a": [[-1.8, 1.6, -0.6], [0.1, -0.1, -1.3], [-0.5, -0.9, 2.1], [0.7, 0.4, 1.0], [0.5, -0.2, -0.2], [1.4, -1.6, -1.9], [-0.3, 0.7, 0.7], [-0.1, 0.1, 0.2]],
  "homo_energy_ha": -0.193,
  "homo_lumo_gap_ev": 9.47,
  "de_lowest_kj_mol": 52.9,
  "e_tot_ev": -28347.85463,
  "total_charge": -1
}


{
  "formula": "H2O4S3",
  "method": "wB97M-V/def2-TZVPD",
  "species": ["O", "O", "O", "O", "S", "S", "S", "H", "H"],
  "positions_angstrom": [[-0.943689, -0.713881, 0.419863], [1.116287, -0.064443, 1.645108], [-3.103964, 0.485958, -0.601885], [1.347581, -1.223249, -0.535261], [-1.665120, 0.274148, -0.799038], [1.954855, 0.168191, -1.178507], [0.558228, -1.166424, 0.908027], [-1.295283, 1.369446, 0.048651], [2.031105, 0.870255, 0.093044]],
  "atomic_forces_ev_per_a": [[-0.2, -0.9, 0.1], [0.1, 0.3, 0.1], [0.4, -1.3, -0.4], [-0.4, -0.9, 0.7], [-0.1, 2.6, 2.0], [0.2, 1.9, 1.3], [-0.7, -0.1, -0.5], [0.6, -0.7, -1.4], [0.1, -0.9, -1.8]],
  "homo_energy_ha": -0.358,
  "homo_lumo_gap_ev": 9.52,
  "de_lowest_kj_mol": 101.7,
  "e_tot_ev": -40724.63537
}


{
  "formula": "H2O5P2",
  "method": "wB97M-V/def2-TZVPD",
  "species": ["O", "O", "O", "O", "O", "P", "P", "H", "H"],
  "positions_angstrom": [[-1.076964, -1.971230, -1.987262], [-3.356412, -2.946124, -1.460462], [-0.878324, 0.740642, -2.455007], [2.725992, 0.534890, 4.396159], [2.935565, 2.851608, 3.595166], [3.557923, 1.483850, 3.622139], [-2.579910, -1.681204, -1.658263], [-1.040893, -0.218151, -2.243910], [-0.286977, 1.205720, -1.808560]],
  "atomic_forces_ev_per_a": [[-2.3, 1.3, 0.4], [-0.6, 0.2, 0.1], [0.5, 1.2, 0.2], [-0.1, -1.5, 0.6], [0.7, 0.5, -0.5], [-0.5, 1.1, 0.0], [2.1, -1.9, -0.3], [1.1, 0.5, 0.3], [-1.0, -1.4, -0.7]],
  "homo_energy_ha": -0.078,
  "homo_lumo_gap_ev": 8.24,
  "de_lowest_kj_mol": 97.3,
  "e_tot_ev": -28851.57512,
  "total_charge": -2
}


{
  "formula": "H2O6P3",
  "method": "wB97M-V/def2-TZVPD",
  "species": ["O", "O", "O", "O", "O", "O", "P", "P", "P", "H", "H"],
  "positions_angstrom": [[-3.137217, 1.061620, 0.372329], [-0.615890, 1.052804, 0.777819], [0.690026, -1.073697, 0.998022], [-1.502998, 0.133084, -1.394304], [-1.883054, -1.136694, 0.744034], [-0.418655, -2.176442, -1.061450], [0.830566, 0.362333, 0.293065], [-0.539375, -2.214056, 0.431628], [-1.913659, 0.314937, 0.115909], [-1.037946, -0.760567, -1.448052], [1.523405, 0.945352, 1.393201]],
  "atomic_forces_ev_per_a": [[-0.3, 0.2, 0.0], [-0.6, -0.3, -0.6], [-0.6, -1.1, -0.1], [-0.3, 0.0, 0.1], [0.4, 0.0, -0.2], [0.0, 0.2, -0.9], [0.6, 0.6, 0.4], [0.4, 0.0, 1.3], [0.0, 0.6, 0.5], [0.1, -0.3, -0.5], [0.2, 0.2, -0.1]],
  "homo_energy_ha": -0.196,
  "homo_lumo_gap_ev": 9.44,
  "de_lowest_kj_mol": 0.0,
  "e_tot_ev": -40192.33071,
  "total_charge": -1
}


{
  "formula": "H2OS2",
  "method": "wB97M-V/def2-TZVPD",
  "species": ["H", "H", "O", "S", "S"],
  "positions_angstrom": [[-1.412821, 0.551570, 0.410771], [-0.825934, -0.441281, -4.029368], [0.625331, -0.519960, 2.555478], [0.963132, 0.553249, 1.568450], [0.650293, -0.143578, -0.505332]],
  "atomic_forces_ev_per_a": [[1.2, -0.8, -1.3], [0.0, 0.1, 0.4], [0.5, 2.0, -1.6], [-0.4, -3.2, -1.6], [-1.3, 1.9, 4.2]],
  "homo_energy_ha": -0.267,
  "homo_lumo_gap_ev": 2.82,
  "de_lowest_kj_mol": 967.6,
  "e_tot_ev": -23739.61751
}


{
  "formula": "H2P2S4",
  "method": "wB97M-V/def2-TZVPD",
  "species": ["P", "P", "S", "S", "S", "S", "H", "H"],
  "positions_angstrom": [[2.092492, -1.603444, 0.103511], [-1.972421, 0.795981, -0.130701], [0.319506, -1.994155, -0.542592], [-1.240969, 1.512270, 1.524265], [-3.770649, 0.141432, -0.386370], [2.157206, 0.348770, 0.614534], [-1.023676, 0.413976, -1.287611], [3.438511, 0.385168, 0.104966]],
  "atomic_forces_ev_per_a": [[-0.4, -1.4, -0.8], [0.4, -0.9, 0.0], [0.2, -0.1, 0.4], [-0.2, -0.3, -1.5], [1.1, 0.5, -0.2], [0.8, 1.4, -0.3], [-1.2, 0.9, 1.7], [-0.6, 0.1, 0.7]],
  "homo_energy_ha": -0.339,
  "homo_lumo_gap_ev": 7.66,
  "de_lowest_kj_mol": 152.3,
  "e_tot_ev": -61950.96097
}